Density functional theory data (ωB97M-V/def2-TZVPD) for a 10-piece molecular cluster, C16H52O16 overall at a distorted geometry.

Bonds (Å) are listed after each position.
Atoms and positions in Å:
1 H 12.65726 -31.59789 -12.19486  O48 0.965
2 H 8.36456 -28.05535 -17.76396  C22 1.093
3 C 9.89829 -21.98924 -15.53394  H6 1.094, O70 1.436, C75 1.514, H83 1.090
4 H 17.69521 -22.31179 -16.74418  C27 1.096
5 H 7.09023 -26.65764 -12.19714  O34 0.961
6 H 10.18784 -22.13270 -16.57938  C3 1.094
7 H 13.22110 -25.54780 -18.20794  C25 1.089
8 H 16.28781 -29.76475 -17.76481  C50 1.092
9 H 14.19212 -28.56011 -15.97504  C18 1.094
10 H 11.02437 -23.60862 -9.93971  C61 1.087
11 H 18.52950 -20.38222 -16.56118  O14 0.957
12 O 10.23017 -27.94250 -16.89662  H16 0.963, C22 1.432
13 C 15.28561 -21.81816 -12.21795  H43 1.084, H54 1.098, O58 1.426, H64 1.090
14 O 17.57825 -20.27669 -16.58881  H11 0.957, C27 1.419
15 O 16.21620 -27.96051 -16.12004  C18 1.411, H60 0.963
16 H 10.65402 -27.08201 -16.81038  O12 0.963
17 O 16.03952 -21.87487 -18.65826  C51 1.424, H82 0.959
18 C 15.02001 -28.45293 -16.68277  H9 1.094, O15 1.411, C50 1.526, H80 1.092
19 H 11.92280 -21.55740 -14.96953  C75 1.093
20 O 13.07866 -24.21842 -13.70691  H30 0.975, C84 1.414
21 H 11.91691 -24.84822 -10.85976  C61 1.092
22 C 8.81307 -27.75406 -16.81344  H2 1.093, O12 1.432, C33 1.516, H49 1.094
23 H 8.94227 -23.61535 -15.05758  O70 0.962
24 H 12.62052 -23.21897 -10.62263  C61 1.093
25 C 14.20562 -25.08444 -18.16358  H7 1.089, O57 1.416, H73 1.095, H76 1.094
26 H 14.23344 -25.88587 -14.28409  C84 1.100
27 C 16.97754 -21.55106 -16.41790  H4 1.096, O14 1.419, H31 1.094, C51 1.507
28 H 11.62161 -26.42340 -14.05268  C32 1.091
29 O 11.06473 -23.32343 -11.96182  H35 0.966, C61 1.419
30 H 13.89597 -23.71225 -13.54202  O20 0.975
31 H 16.66616 -21.70397 -15.37995  C27 1.094
32 C 12.12609 -26.04719 -14.94336  H28 1.091, O56 1.418, H79 1.096, C84 1.520
33 C 8.23675 -28.54273 -15.65419  C22 1.516, O38 1.408, H53 1.096, H74 1.096
34 O 7.61721 -26.15448 -11.56981  H5 0.961, C55 1.435
35 H 11.52921 -23.63044 -12.75069  O29 0.966
36 H 9.13348 -26.80967 -12.84008  C55 1.098
37 H 15.07981 -31.63064 -16.60278  O66 0.960
38 O 8.20548 -29.93778 -15.83897  C33 1.408, H45 0.966
39 H 15.17104 -22.59705 -16.95772  C51 1.096
40 H 10.90865 -20.10560 -15.24937  C75 1.086
41 H 12.36011 -29.31464 -15.01019  C59 1.093
42 C 12.91426 -31.19126 -14.04235  O48 1.430, C59 1.515, H62 1.097, H72 1.086
43 H 14.45707 -21.32638 -12.71576  C13 1.084
44 H 8.84030 -25.07372 -12.89055  C55 1.091
45 H 9.10486 -30.23156 -16.03510  O38 0.966
46 O 10.59387 -20.89487 -13.48445  H52 0.974, C75 1.424
47 H 11.68326 -29.11030 -12.35448  O71 0.960
48 O 12.44126 -32.06280 -13.01209  H1 0.965, C42 1.430
49 H 8.66163 -26.67241 -16.75073  C22 1.094
50 C 15.28088 -29.80372 -17.34411  H8 1.092, C18 1.526, O66 1.444, H67 1.090
51 C 15.74824 -21.72024 -17.27259  O17 1.424, C27 1.507, H39 1.096, H68 1.098
52 H 10.61756 -21.75996 -13.03666  O46 0.974
53 H 8.68636 -28.21802 -14.70845  C33 1.096
54 H 16.17078 -21.19716 -12.40746  C13 1.098
55 C 8.87530 -25.93768 -12.22556  O34 1.435, H36 1.098, H44 1.091, H63 1.087
56 O 11.31971 -25.39991 -15.91399  C32 1.418, H78 0.989
57 O 14.94615 -25.49486 -19.29816  C25 1.416, H65 0.962
58 O 15.49898 -23.09065 -12.82604  C13 1.426, H81 0.958
59 C 12.13492 -29.89429 -14.11138  H41 1.093, C42 1.515, O71 1.422, H77 1.098
60 H 16.36906 -28.40963 -15.28169  O15 0.963
61 C 11.69608 -23.78222 -10.77628  H10 1.087, H21 1.092, H24 1.093, O29 1.419
62 H 13.93770 -30.89027 -13.78736  C42 1.097
63 H 9.64382 -25.85680 -11.46178  C55 1.087
64 H 15.21187 -21.87241 -11.13205  C13 1.090
65 H 15.76225 -24.98697 -19.34069  O57 0.962
66 O 15.34568 -30.76956 -16.27205  H37 0.960, C50 1.444
67 H 14.54974 -30.09666 -18.09726  C50 1.090
68 H 15.08991 -20.84908 -17.15603  C51 1.098
69 H 13.77530 -24.81321 -15.53291  C84 1.101
70 O 9.83609 -23.28684 -14.92226  C3 1.436, H23 0.962
71 O 12.36173 -29.00532 -13.02529  H47 0.960, C59 1.422
72 H 12.94378 -31.71331 -14.99383  C42 1.086
73 H 14.04635 -24.00217 -18.11090  C25 1.095
74 H 7.18396 -28.25622 -15.55130  C33 1.096
75 C 10.92954 -21.11610 -14.85091  C3 1.514, H19 1.093, H40 1.086, O46 1.424
76 H 14.73117 -25.40329 -17.25831  C25 1.094
77 H 11.05715 -30.09516 -14.17246  C59 1.098
78 H 11.00497 -24.53359 -15.55625  O56 0.989
79 H 12.53498 -26.89774 -15.50039  C32 1.096
80 H 14.66874 -27.73038 -17.42267  C18 1.092
81 H 16.33597 -23.48566 -12.57904  O58 0.958
82 H 15.23654 -21.78526 -19.17473  O17 0.959
83 H 8.93846 -21.47813 -15.45406  C3 1.090
84 C 13.38505 -25.26430 -14.60755  O20 1.414, H26 1.100, C32 1.520, H69 1.101

Calculated values
Strongest force on any atom = 1.97 eV/Å
Frontier orbital gap = 10.23 eV
HOMO energy = -10.07 eV
SMILES = OCCO.OCCO.OCCO.OCCO.OCCO.OCCO.CO.CO.CO.CO
Net charge = 0
Relative energy (zero: lowest compared OMol25 entry of this formula, charge and spin) = 0.3 kJ/mol